1.
{"formula": "C40H50AgN4OPTe", "method": "ωB97M-V/def2-TZVPD", "gap_ha": [0.23665, 0.23697], "charge": -1, "multiplicity": 2, "fmax_ev_per_a": 1.4, "lumo_energy_ha": [0.08529, 0.08525], "species": ["Ag", "N", "C", "C", "C", "C", "C", "N", "C", "C", "C", "C", "C", "N", "H", "H", "H", "H", "H", "H", "H", "H", "H", "C", "H", "H", "H", "C", "C", "P", "C", "C", "C", "C", "H", "H", "H", "H", "H", "H", "H", "H", "H", "H", "H", "H", "H", "H", "H", "C", "C", "C", "C", "C", "C", "Te", "N", "C", "O", "C", "C", "C", "C", "C", "C", "C", "C", "C", "C", "C", "C", "C", "C", "C", "C", "H", "H", "H", "H", "H", "H", "H", "H", "H", "H", "H", "H", "H", "H", "H", "H", "H", "H", "H", "H", "H", "H", "H"], "coordinates": [[-0.9440, -1.6018, -0.9345], [-4.6927, -2.8182, 0.4300], [-4.7027, -1.8734, -0.5751], [-5.7947, -0.9906, -0.6757], [-5.8472, -0.0726, -1.7133], [-4.7807, -0.0190, -2.6053], [-3.7332, -0.9060, -2.4022], [-3.6646, -1.7908, -1.4125], [-3.6096, -3.5244, 0.9703], [-3.6464, -3.8657, 2.3309], [-2.6217, -4.6139, 2.8738], [-1.5550, -4.9491, 2.0548], [-1.6064, -4.6016, 0.7224], [-2.6017, -3.8859, 0.1734], [-5.3953, -2.6512, 1.1282], [-6.5988, -1.0360, 0.0778], [-6.7111, 0.6068, -1.8003], [-4.7623, 0.6761, -3.4184], [-2.8318, -0.8553, -2.9989], [-4.4705, -3.5248, 2.9504], [-2.6274, -4.8712, 3.9374], [-0.6876, -5.4810, 2.4044], [-0.7582, -4.8344, 0.0659], [-0.1951, -2.1280, -2.9298], [0.7212, -1.6431, -3.2774], [-0.9319, -1.9740, -3.7313], [0.0089, -3.2173, -3.0122], [2.7451, -5.5144, -0.6658], [3.0804, -4.5035, 0.4452], [1.9589, -3.0256, 0.2253], [2.6252, -1.8407, 1.4778], [3.6924, -2.3192, 2.4481], [2.6763, -2.2677, -1.2584], [4.2085, -2.0915, -1.2949], [3.3169, -6.4418, -0.5218], [2.9569, -5.1537, -1.6736], [1.6858, -5.7852, -0.6210], [4.1266, -4.2346, 0.4728], [2.8320, -5.0071, 1.3895], [1.7546, -1.4476, 2.0112], [2.9866, -0.9579, 0.9367], [3.3189, -3.1347, 3.0663], [4.0517, -1.4925, 3.0908], [4.5600, -2.7027, 1.9264], [2.1151, -1.3288, -1.3115], [2.3120, -2.7780, -2.1285], [4.6191, -1.7312, -0.3544], [4.5423, -1.4701, -2.1272], [4.6732, -3.0947, -1.3640], [4.3719, 6.5974, -1.6174], [3.5462, 5.3647, -1.3105], [2.3366, 5.5357, -0.6511], [1.5442, 4.4325, -0.2928], [0.3043, 4.7054, 0.4891], [1.9597, 3.1137, -0.6485], [0.7891, 1.4137, -0.0933], [-1.2967, -0.7867, 1.2263], [-2.1276, -0.5007, 2.1906], [-3.3735, -0.7102, 2.1797], [-1.5935, 0.1636, 3.4659], [-0.6648, 1.2071, 3.4151], [-0.3656, 1.9724, 4.5402], [-0.9954, 1.7023, 5.7500], [-1.9111, 0.6618, 5.8194], [-2.2309, -0.0943, 4.6790], [-0.9250, 2.0620, -1.1434], [-2.0019, 2.3557, -0.3358], [-3.1426, 2.9616, -0.8419], [-3.1421, 3.3446, -2.1724], [-2.0739, 3.0155, -3.0118], [-0.9476, 2.3428, -2.5257], [0.1771, 1.9885, -3.4788], [3.1848, 2.9425, -1.3162], [3.7119, 1.5924, -1.8226], [3.9287, 4.0853, -1.6205], [4.1778, 7.4032, -0.8926], [4.1550, 6.9717, -2.6110], [5.4304, 6.3403, -1.5655], [2.0371, 6.5267, -0.3484], [0.2926, 5.7138, 0.8737], [0.1857, 4.0214, 1.3210], [-0.5839, 4.5869, -0.1297], [-0.2260, 1.4351, 2.4547], [0.3421, 2.7696, 4.5013], [-0.7579, 2.2861, 6.6318], [-2.4322, 0.4723, 6.7510], [-3.0413, -0.8258, 4.6961], [-2.0000, 2.0926, 0.7325], [-4.0490, 2.9947, -0.2581], [-4.0379, 3.7831, -2.5725], [-2.1376, 3.2203, -4.0618], [-0.0481, 2.2997, -4.4847], [0.4485, 0.9192, -3.4441], [1.0859, 2.5338, -3.2057], [3.2307, 1.3755, -2.7686], [3.4262, 0.7659, -1.1767], [4.7760, 1.6896, -1.9762], [4.8658, 3.9247, -2.1415]]}

---

2.
{"formula": "C52H46Cl2FFeN4O4PS", "method": "ωB97M-V/def2-TZVPD", "de_lowest_kcal_mol": 0.0, "gap_ha": [0.25102, 0.24578], "charge": 2, "multiplicity": 5, "fmax_ev_per_a": 3.1, "lumo_energy_ha": [-0.17974, -0.17979], "species": ["Fe", "F", "C", "C", "C", "C", "O", "C", "C", "N", "C", "C", "C", "C", "C", "C", "N", "C", "C", "N", "C", "C", "C", "O", "O", "H", "H", "H", "H", "H", "H", "H", "H", "H", "H", "H", "H", "H", "H", "H", "H", "H", "H", "Cl", "C", "C", "C", "C", "C", "C", "P", "C", "C", "C", "C", "C", "C", "C", "C", "C", "C", "C", "C", "H", "H", "H", "H", "H", "H", "H", "H", "H", "H", "H", "H", "H", "H", "Cl", "C", "C", "C", "C", "N", "C", "H", "H", "H", "H", "O", "S", "C", "C", "C", "C", "C", "C", "C", "C", "C", "C", "C", "C", "H", "H", "H", "H", "H", "H", "H", "H", "H", "H"], "coordinates": [[1.1666, -1.0444, -0.9366], [-0.4348, 5.0289, 1.5369], [-0.5858, 3.8563, 2.2665], [-0.2386, 2.6952, 1.6292], [-0.5120, 1.4632, 2.2342], [-0.1770, 0.2529, 1.5239], [0.4297, 0.4013, 0.3590], [-0.4994, -0.9529, 2.2132], [-1.1283, -0.9298, 3.4550], [-1.3282, 0.2164, 4.1844], [-1.7695, 0.1250, 5.5680], [-0.6830, 0.4051, 6.6287], [-1.2501, -0.9985, 6.4398], [-1.1394, 1.4746, 3.5439], [-1.4533, 2.6524, 4.1885], [-1.2142, 3.9199, 3.5574], [-1.5484, 5.1040, 4.1463], [-0.9227, 6.3942, 3.7738], [-1.2751, 7.4657, 4.7877], [-1.3995, 6.8764, 6.1846], [-2.4428, 5.8040, 6.3444], [-2.7348, 5.1647, 4.9936], [-0.2077, -2.2994, 1.7002], [-0.4405, -3.2742, 2.4262], [0.2606, -2.3653, 0.4823], [0.2193, 2.7990, 0.6812], [-1.4332, -1.8690, 3.8765], [-2.7751, 0.4565, 5.8835], [-1.1349, 0.9546, 7.4440], [0.2936, 0.5850, 6.2299], [-2.0308, -1.3049, 7.1589], [-0.6030, -1.6547, 5.8921], [-1.9016, 2.6181, 5.1902], [-1.3283, 6.7179, 2.7858], [0.1721, 6.2565, 3.6345], [-2.2159, 7.9444, 4.4939], [-0.5173, 8.2668, 4.8309], [-1.4795, 7.6329, 6.8799], [-0.4537, 6.4724, 6.3731], [-3.3278, 6.2904, 6.7915], [-1.9961, 5.0528, 7.0185], [-3.5735, 5.7035, 4.4259], [-3.1671, 4.1789, 5.1867], [3.0228, -0.2436, -2.3952], [2.4737, 0.3699, -3.9436], [3.4364, 0.4392, -4.9376], [3.1508, 1.0955, -6.1630], [1.8830, 1.6206, -6.3535], [0.9020, 1.4399, -5.3959], [1.1837, 0.7971, -4.1862], [-0.1243, 0.4921, -2.9746], [-1.3243, -0.6070, -3.7235], [-2.4406, -0.8841, -2.9503], [-3.4297, -1.7193, -3.4411], [-3.3487, -2.2349, -4.7325], [-2.2523, -1.9203, -5.5318], [-1.2109, -1.1360, -5.0119], [-0.9481, 2.0999, -2.9790], [-2.1374, 2.3272, -3.6605], [-2.8520, 3.5096, -3.4411], [-2.3358, 4.5062, -2.6335], [-1.0805, 4.3361, -2.0240], [-0.3921, 3.1657, -2.2218], [4.3945, -0.0613, -4.8192], [3.8647, 1.1736, -6.9719], [1.6850, 2.1781, -7.2752], [-0.1085, 1.8007, -5.6038], [-2.5087, -0.5041, -1.9447], [-4.2541, -2.0174, -2.7828], [-4.1231, -2.9424, -5.1175], [-2.1591, -2.3104, -6.5459], [-0.3088, -0.9525, -5.6234], [-2.5178, 1.5836, -4.3597], [-3.8250, 3.6066, -3.9327], [-2.8487, 5.4606, -2.5234], [-0.6234, 5.0837, -1.3806], [0.6196, 3.0507, -1.8084], [4.8146, 1.5336, 2.7011], [4.3560, 0.0182, 2.0236], [4.7231, -1.1909, 2.6043], [4.2008, -2.3778, 2.0331], [3.2331, -2.2728, 1.0218], [2.9489, -1.1108, 0.4313], [3.4353, 0.0396, 0.9581], [5.3357, -1.2090, 3.5046], [4.4818, -3.3492, 2.4304], [2.6199, -3.1471, 0.7126], [3.1236, 0.9601, 0.5327], [1.2397, -2.5731, -2.1518], [0.4457, -3.8494, -1.7498], [0.0636, -4.7679, -3.2330], [-0.9884, -5.6624, -3.0590], [-1.4372, -6.4035, -4.1412], [-0.8099, -6.2947, -5.3908], [0.2476, -5.4145, -5.5473], [0.6787, -4.6218, -4.4765], [1.6682, -4.9434, -1.0505], [2.8419, -5.3124, -1.6962], [3.7197, -6.2391, -1.1254], [3.3555, -6.8557, 0.0798], [2.1757, -6.4814, 0.7381], [1.3530, -5.5019, 0.1901], [-1.4149, -5.8032, -2.0604], [-2.2915, -7.0533, -4.0599], [-1.1379, -6.9108, -6.2372], [0.8096, -5.3679, -6.4782], [1.4742, -3.8774, -4.6242], [3.0885, -4.9084, -2.6871], [4.6682, -6.4382, -1.5998], [4.0234, -7.6177, 0.4768], [1.8714, -6.9204, 1.6678], [0.4010, -5.2160, 0.6435]]}

---

3.
{"formula": "C39H55EuN3O11P2", "method": "ωB97M-V/def2-TZVPD", "de_lowest_kcal_mol": 0.0, "gap_ha": [0.21835, 0.22790], "charge": -2, "multiplicity": 8, "fmax_ev_per_a": 2.1, "lumo_energy_ha": [0.14873, 0.14873], "species": ["Eu", "C", "C", "C", "C", "C", "C", "C", "C", "C", "C", "C", "C", "C", "C", "C", "C", "C", "H", "H", "H", "H", "H", "H", "H", "H", "H", "H", "H", "H", "H", "H", "H", "H", "H", "H", "H", "H", "H", "H", "H", "H", "H", "H", "H", "H", "H", "C", "C", "O", "P", "O", "O", "O", "P", "O", "O", "O", "H", "H", "H", "H", "H", "H", "H", "C", "C", "C", "C", "C", "C", "N", "C", "C", "C", "C", "C", "C", "C", "O", "O", "C", "C", "H", "H", "H", "H", "H", "H", "H", "H", "H", "H", "H", "H", "H", "H", "C", "N", "C", "C", "C", "O", "N", "C", "O", "H", "H", "H", "H", "H"], "coordinates": [[0.0945, 0.7024, 0.9477], [2.0185, -1.5922, 1.7258], [1.2437, -1.3257, 2.8771], [1.6634, -0.0179, 3.3447], [2.6824, 0.4282, 2.4704], [2.8773, -0.5094, 1.4510], [4.0390, -0.5776, 0.4604], [3.5450, -1.2538, -0.8421], [5.2115, -1.3904, 1.0666], [4.4969, 0.8245, 0.0719], [1.2736, 0.7605, 4.5879], [-0.2405, 1.0679, 4.5790], [1.7695, -0.0342, 5.7975], [1.9546, 2.1440, 4.6123], [0.3947, -2.5014, 3.4002], [-0.4146, -3.0578, 2.2000], [1.2955, -3.6231, 3.9116], [-0.6672, -2.2002, 4.4543], [1.9695, -2.5322, 1.2069], [3.1141, 1.4245, 2.5093], [3.2405, -2.2818, -0.7009], [4.3192, -1.1904, -1.6358], [2.6599, -0.7398, -1.1811], [4.8514, -2.3217, 1.4760], [5.6912, -0.8675, 1.8832], [5.9582, -1.5912, 0.2825], [3.6797, 1.4300, -0.2891], [5.2505, 0.8057, -0.6979], [4.9088, 1.3292, 0.9347], [-0.9025, 0.2514, 4.3831], [-0.4369, 1.8480, 3.8339], [-0.5153, 1.5652, 5.5142], [1.4003, -1.0710, 5.7781], [1.3967, 0.4050, 6.7217], [2.8594, -0.0496, 5.8044], [1.6729, 2.7161, 3.7331], [3.0369, 2.0899, 4.6163], [1.6687, 2.6887, 5.4955], [0.2450, -3.3942, 1.3912], [-1.0564, -2.3050, 1.7804], [-1.0320, -3.8819, 2.5544], [1.9599, -3.9956, 3.1264], [0.6916, -4.4546, 4.2762], [1.9055, -3.2515, 4.7256], [-1.4400, -1.5587, 4.0094], [-0.2737, -1.7146, 5.3574], [-1.1265, -3.1419, 4.7433], [-0.0571, 5.9964, 1.0645], [0.0950, 4.5953, 0.5057], [-0.2115, 3.6499, 1.5326], [1.7966, 4.1414, -0.1420], [2.8159, 4.7269, 0.9542], [2.0125, 5.0124, -1.3860], [1.8916, 2.6876, -0.0966], [-0.9807, 4.2731, -1.0019], [-2.3265, 5.0911, -0.7817], [-0.3198, 5.0451, -2.1931], [-1.1867, 2.8168, -1.1197], [0.4427, 6.0470, 2.0228], [-1.1055, 6.2333, 1.2088], [0.3897, 6.7377, 0.3833], [-1.1724, 3.6864, 1.7360], [3.1657, 5.5285, 0.5406], [0.6955, 5.0254, -2.0977], [-2.8228, 4.6014, -0.0374], [-0.6300, -5.4589, -5.6293], [0.1354, -4.1572, -5.5440], [1.3958, -4.1103, -6.1123], [2.1324, -2.9492, -6.0995], [1.5971, -1.8053, -5.5324], [0.3467, -1.8547, -4.9356], [-0.0746, -0.6872, -4.2729], [-1.4269, -0.2508, -4.2697], [-2.0753, 0.0161, -5.4808], [-3.3685, 0.5431, -5.4996], [-4.0159, 0.8638, -4.2760], [-3.3577, 0.5724, -3.0920], [-2.0873, 0.0370, -3.0615], [-1.3715, -0.1271, -1.6933], [-2.1255, -0.1453, -0.6800], [-0.1205, -0.1872, -1.6669], [-0.3654, -3.0552, -4.8727], [-1.6080, -3.1652, -4.0741], [-0.1606, -6.1432, -6.3555], [-1.6208, -5.2236, -6.0039], [-0.7848, -5.9392, -4.6556], [1.7843, -4.9904, -6.5920], [3.0965, -2.9221, -6.5776], [2.1353, -0.8802, -5.5027], [0.3398, -0.5427, -3.3506], [-1.5079, -0.1185, -6.3940], [-3.8539, 0.7533, -6.4545], [-5.0068, 1.3418, -4.2981], [-3.8261, 0.7139, -2.1283], [-2.4328, -2.6750, -4.5869], [-1.5134, -2.6797, -3.1048], [-1.8576, -4.2162, -3.9131], [-4.5125, -1.3101, 1.0864], [-4.3631, 0.1088, 1.3870], [-5.2477, 1.0118, 0.9113], [-4.9881, 2.3243, 0.8942], [-3.6867, 2.7547, 1.3662], [-3.3235, 3.9698, 1.2971], [-2.8336, 1.8281, 1.8150], [-3.1071, 0.5048, 1.8146], [-2.2589, -0.3257, 2.1989], [-5.5812, -1.5257, 1.1331], [-4.0036, -1.8877, 1.8777], [-4.0818, -1.5335, 0.1105], [-6.1487, 0.5650, 0.4839], [-5.6913, 3.0083, 0.4932]]}